(1)
Density functional theory data (ωB97M-V/def2-TZVPD) for a cluster of 2 separate species, C6H16NO4PS in total at a distorted geometry.

Its energy relative to the best compared isomer or geometry (same formula, charge and spin) is 0.0 kJ/mol. Its SMILES is CCOP(=O)(OCC)SO.C=NC. The molar mass is 229.24 Da. As for the HOMO-LUMO gap: 9.523 eV. For the energy, the calculation gives -36285.2249 eV. The LUMO energy comes out at 0.83 eV.

The geometry in ORCA input format:
```
! wB97M-V def2-TZVPD RIJCOSX def2/J DEFGRID3
* xyz 0 1
C -0.88 1.15 3.38
C 2.20 -2.28 1.85
C -1.84 -0.18 -4.52
C -0.14 0.89 -3.29
C -1.21 1.90 2.05
C 2.31 -0.81 1.75
N -0.90 -0.07 -3.46
O 1.38 0.54 -0.62
O -0.75 -1.61 -1.37
O -0.14 1.77 1.03
O 1.03 -0.22 1.83
P 0.43 0.43 0.45
S -1.25 -0.79 -0.07
H -0.09 1.54 3.83
H -1.77 1.30 4.01
H -0.84 0.14 3.15
H 3.20 -2.66 1.78
H 1.69 -2.71 2.69
H 1.76 -2.85 0.96
H -1.34 -0.43 -5.39
H -2.53 -1.01 -4.25
H -2.20 0.77 -4.71
H 0.42 0.90 -2.45
H -0.79 -1.04 -2.17
H -0.16 1.77 -3.98
H -1.16 2.95 2.23
H -2.05 1.38 1.65
H 2.91 -0.36 0.95
H 2.71 -0.41 2.69
*
```

(2)
Density functional theory data (ωB97M-V/def2-TZVPD) for a cluster of 2 separate species, C6H16NS in total at a distorted geometry.

Its energy relative to the best compared isomer or geometry (same formula, charge and spin) is 514.4 kJ/mol. The molar mass is 134.27 Da. As for the HOMO-LUMO gap (alpha / beta): 8.253 / 8.661 eV. For the energy, the calculation gives -18795.3284 eV. The LUMO energy (alpha / beta) comes out at -4.12 / -3.53 eV.

The geometry in ORCA input format:
```
! wB97M-V def2-TZVPD RIJCOSX def2/J DEFGRID3
* xyz 1 1
C 2.16 -0.48 0.74
C 1.68 -0.22 -1.70
C -0.80 -0.79 2.13
C -2.61 0.62 -0.41
C 1.05 -0.45 -0.28
C -0.17 0.53 -0.01
N -1.27 0.28 -0.95
S -0.11 2.30 0.29
H 2.68 -1.52 0.88
H 2.88 0.17 0.44
H 1.65 -0.41 1.72
H 0.83 0.32 -2.32
H 2.62 0.38 -1.84
H 1.79 -1.14 -2.18
H -0.71 -1.72 1.56
H -1.76 -0.33 2.21
H 0.04 -0.56 2.79
H -2.92 -0.06 0.46
H -2.74 1.60 -0.22
H -3.41 0.42 -1.17
H 0.44 -1.51 -0.28
H -1.13 -0.66 -1.23
H -1.14 0.96 -1.67
H 0.95 2.26 1.06
*
```

(3)
Density functional theory data (ωB97M-V/def2-TZVPD) for a cluster of 2 separate species, C6H16NSi in total at a distorted geometry.

Its energy relative to the best compared isomer or geometry (same formula, charge and spin) is 186.0 kJ/mol. The molar mass is 130.29 Da. As for the HOMO-LUMO gap: 7.028 eV. For the energy, the calculation gives -15839.7452 eV. The LUMO energy comes out at -5.40 eV.

The geometry in ORCA input format:
```
! wB97M-V def2-TZVPD RIJCOSX def2/J DEFGRID3
* xyz 1 1
C -2.15 -0.97 0.04
C -2.48 -0.21 -1.24
C -3.40 -1.41 0.88
C 3.99 1.08 -0.70
C 1.83 -1.12 -0.36
C 1.31 1.81 1.14
N -1.97 0.48 -0.08
Si 2.29 0.65 0.05
H -1.41 -1.63 0.05
H -3.55 -0.07 -1.42
H -3.10 -1.66 1.89
H -3.67 -2.36 0.58
H -4.29 -0.75 0.85
H -1.88 -0.02 -2.05
H 4.08 0.43 -1.64
H 4.00 2.21 -0.82
H 1.86 -0.88 -1.43
H 2.36 -2.01 -0.10
H 0.80 -1.46 -0.07
H 1.51 1.69 2.22
H 1.35 2.78 0.83
H 0.26 1.61 1.02
H -2.64 0.98 0.45
H 4.90 0.82 -0.07
*
```

(4)
Density functional theory data (ωB97M-V/def2-TZVPD) for a cluster of 2 separate species, C6H16O in total at a distorted geometry.

Its energy relative to the best compared isomer or geometry (same formula, charge and spin) is 225.7 kJ/mol. Its SMILES is CCCC(C)C.O. The molar mass is 104.19 Da. As for the HOMO-LUMO gap: 11.493 eV. For the energy, the calculation gives -8526.8944 eV. The LUMO energy comes out at 0.73 eV.

The geometry in ORCA input format:
```
! wB97M-V def2-TZVPD RIJCOSX def2/J DEFGRID3
* xyz 0 1
C 0.04 -0.01 -2.67
C 0.69 -0.77 -1.40
C 0.92 0.13 -0.20
C -0.23 1.02 0.29
C 0.53 2.25 1.12
C -1.31 0.23 1.22
H 0.10 -0.61 -3.50
H 0.64 0.94 -3.08
H -0.95 0.33 -2.52
H -0.10 -1.55 -1.25
H 1.50 -1.33 -1.66
H 1.12 -0.60 0.67
H 1.80 0.76 -0.31
H -0.72 1.63 -0.42
H 0.31 3.23 0.73
H 0.01 2.31 2.12
H 1.59 2.16 1.39
H -1.17 -0.92 1.17
H -2.30 0.75 1.02
H -1.03 0.42 2.24
H -0.14 -2.94 1.01
H -0.61 -3.72 2.53
O -0.71 -3.72 1.49
*
```

(5)
Density functional theory data (ωB97M-V/def2-TZVPD) for a cluster of 3 separate species, C6H16O2 in total at a distorted geometry.

Its energy relative to the best compared isomer or geometry (same formula, charge and spin) is 130.0 kJ/mol. Its SMILES is C/C=C(\C)CC.O.O. The molar mass is 120.19 Da. As for the HOMO-LUMO gap: 9.386 eV. For the energy, the calculation gives -10575.1935 eV. The LUMO energy comes out at 0.50 eV.

The geometry in ORCA input format:
```
! wB97M-V def2-TZVPD RIJCOSX def2/J DEFGRID3
* xyz 0 1
C -0.81 -1.48 1.57
C -0.56 -1.61 0.09
C -0.65 -0.26 -0.61
C 0.17 -0.09 -1.66
C 0.03 1.20 -2.45
C -1.63 0.74 -0.02
H -0.76 -2.44 2.14
H -0.07 -0.94 2.12
H -1.88 -1.27 1.75
H -1.18 -2.39 -0.38
H 0.48 -2.02 -0.13
H 0.95 -0.81 -1.90
H -0.71 1.94 -2.17
H -0.21 0.99 -3.53
H 0.96 1.79 -2.61
H -1.28 1.15 0.94
H -1.98 1.46 -0.73
H -2.59 0.28 0.34
H 1.36 1.85 0.33
H 1.36 3.10 1.39
O 1.02 2.71 0.58
H 2.57 -1.70 2.36
H 2.49 -0.71 1.10
O 2.91 -1.48 1.48
*
```

(6)
Density functional theory data (ωB97M-V/def2-TZVPD) for a cluster of 2 separate species, C6H16O2 in total at a distorted geometry.

Its energy relative to the best compared isomer or geometry (same formula, charge and spin) is 264.3 kJ/mol. Its SMILES is CC[C@@H](C)CCO.O. The molar mass is 120.19 Da. As for the HOMO-LUMO gap: 9.990 eV. For the energy, the calculation gives -10573.8023 eV. The LUMO energy comes out at 0.67 eV.

The geometry in ORCA input format:
```
! wB97M-V def2-TZVPD RIJCOSX def2/J DEFGRID3
* xyz 0 1
C -1.40 1.23 -1.03
O -2.00 2.43 -0.65
C 0.21 1.47 -0.77
C 0.76 0.42 0.14
C 2.04 1.13 0.74
C 0.95 -0.97 -0.43
C 0.96 -1.85 0.78
H -1.43 1.34 -2.18
H -1.81 0.46 -0.46
H -2.45 2.29 0.13
H 0.61 1.34 -1.73
H 0.38 2.50 -0.39
H -0.08 0.32 1.05
H 2.86 1.51 0.03
H 2.56 0.47 1.54
H 1.75 2.11 1.36
H 1.93 -1.02 -1.06
H 0.17 -1.25 -0.94
H 0.21 -1.63 1.47
H 1.92 -1.83 1.24
H 0.70 -2.86 0.56
H -2.91 -2.94 0.93
H -2.67 -2.24 -0.51
O -3.25 -2.41 0.18
*
```

(7)
Density functional theory data (ωB97M-V/def2-TZVPD) for an isolated molecule of C6H16O3Si at a distorted geometry.

Its energy relative to the best compared isomer or geometry (same formula, charge and spin) is 0.0 kJ/mol. Its SMILES is CCC[Si](OC)(OC)OC. The molar mass is 164.28 Da. As for the HOMO-LUMO gap: 10.643 eV. For the energy, the calculation gives -20503.4400 eV. The LUMO energy comes out at 0.93 eV.

The geometry in ORCA input format:
```
! wB97M-V def2-TZVPD RIJCOSX def2/J DEFGRID3
* xyz 0 1
O 0.08 0.77 -1.34
O 1.79 -0.33 0.60
O -0.19 1.72 1.15
C 1.05 1.60 -1.97
C 2.06 -0.38 1.97
C -0.86 2.92 0.78
C -1.54 -2.45 -1.39
C -0.58 -2.28 -0.26
C -0.90 -1.04 0.61
Si 0.34 0.35 0.26
H 0.61 2.57 -2.19
H 1.42 1.19 -2.88
H 1.85 1.73 -1.26
H 3.10 -0.75 2.17
H 1.31 -1.10 2.35
H 2.08 0.58 2.46
H -1.62 2.69 0.05
H -0.18 3.69 0.39
H -1.41 3.41 1.61
H -1.57 -1.46 -2.03
H -1.17 -3.20 -2.16
H -2.49 -2.77 -0.91
H 0.47 -2.40 -0.65
H -0.74 -3.17 0.47
H -0.98 -1.29 1.72
H -1.93 -0.58 0.42
*
```

(8)
Density functional theory data (ωB97M-V/def2-TZVPD) for a cluster of 2 separate species, C6H16S2 in total at a distorted geometry.

Its energy relative to the best compared isomer or geometry (same formula, charge and spin) is 98.9 kJ/mol. The expectation value of S² is 0.75. The molar mass is 152.33 Da. As for the HOMO-LUMO gap (alpha / beta): 2.303 / 6.689 eV. For the energy, the calculation gives -28150.3605 eV. The LUMO energy (alpha / beta) comes out at 3.17 / 3.14 eV.

The geometry in ORCA input format:
```
! wB97M-V def2-TZVPD RIJCOSX def2/J DEFGRID3
* xyz -1 2
C 0.90 1.91 -0.04
C 1.33 0.56 0.52
C 1.72 0.69 1.96
C 2.41 -0.53 2.57
H 0.27 2.49 0.68
H 0.32 1.84 -0.97
H 1.82 2.48 -0.20
H 2.17 0.19 -0.09
H 0.49 -0.16 0.46
H 0.82 0.91 2.59
H 2.31 1.64 2.02
H 1.67 -1.31 2.96
H 3.12 -0.21 3.34
H 2.92 -1.17 1.82
C -0.09 -1.74 -1.84
S -1.39 -0.53 -1.44
S -3.14 -1.38 -2.13
C -4.36 -0.12 -1.65
H 0.16 -2.37 -0.96
H -0.55 -2.30 -2.67
H 0.87 -1.31 -2.20
H -4.06 0.82 -2.19
H -5.35 -0.51 -1.95
H -4.36 0.11 -0.60
*
```

(9)
Density functional theory data (ωB97M-V/def2-TZVPD) for an isolated molecule of C6H16Si at a distorted geometry.

Its energy relative to the best compared isomer or geometry (same formula, charge and spin) is 0.0 kJ/mol. Its SMILES is CC(C)[Si](C)(C)C. The molar mass is 116.28 Da. As for the HOMO-LUMO gap: 10.576 eV. For the energy, the calculation gives -14359.4243 eV. The LUMO energy comes out at 0.98 eV.

The geometry in ORCA input format:
```
! wB97M-V def2-TZVPD RIJCOSX def2/J DEFGRID3
* xyz 0 1
C 1.71 1.21 0.80
C 0.40 -0.56 2.16
C 0.37 0.40 -2.24
C -1.68 0.94 -0.01
C -0.97 -1.87 -0.93
C 1.06 -0.17 0.78
Si -0.26 -0.15 -0.65
H 0.91 1.94 0.91
H 2.19 1.28 -0.10
H 2.41 1.30 1.63
H 0.94 -0.35 3.11
H -0.47 0.07 2.28
H -0.06 -1.55 2.03
H 0.98 1.33 -2.27
H 0.87 -0.45 -2.79
H -0.50 0.70 -2.82
H -1.32 1.76 0.65
H -2.43 0.29 0.52
H -2.38 1.35 -0.77
H -1.82 -1.66 -1.55
H -0.33 -2.64 -1.34
H -1.40 -2.25 0.01
H 1.77 -0.92 0.59
*
```

(10)
Density functional theory data (ωB97M-V/def2-TZVPD) for a cluster of 2 separate species, C6H16Si2 in total at a distorted geometry.

Its energy relative to the best compared isomer or geometry (same formula, charge and spin) is 377.8 kJ/mol. The molar mass is 144.37 Da. As for the HOMO-LUMO gap (alpha / beta): 8.676 / 6.784 eV. For the energy, the calculation gives -22231.2458 eV. The LUMO energy (alpha / beta) comes out at -0.65 / -0.47 eV.

The geometry in ORCA input format:
```
! wB97M-V def2-TZVPD RIJCOSX def2/J DEFGRID3
* xyz 0 1
C -0.07 1.69 3.85
C -0.71 1.63 2.69
C -1.24 1.21 -2.84
C 0.38 -1.51 1.41
C -0.19 -2.34 -1.51
C 2.00 -0.05 -0.59
Si -1.01 0.93 -0.95
Si 0.24 -0.85 -0.39
H 0.43 2.67 4.04
H -0.20 1.19 4.73
H -0.60 2.25 1.92
H -1.63 2.27 -2.87
H -0.36 1.26 -3.56
H -1.98 0.64 -3.29
H -0.34 -2.36 1.72
H 1.50 -1.64 1.49
H 0.00 -0.70 2.08
H 0.29 -3.22 -1.20
H -1.25 -2.36 -1.43
H 0.10 -2.26 -2.64
H 1.99 0.39 -1.59
H 2.20 0.73 0.16
H 2.84 -0.74 -0.70
H -2.40 1.18 -0.53
*
```